[1]
A molecular structure, C41H58AgAsN6S, computed with wB97M-V/def2-TZVPD.

Atoms and positions in Å:
Ag -1.19 -0.25 -0.76
C 3.86 1.55 -3.74
C 3.79 0.55 -4.87
C 4.27 0.87 -6.13
C 4.27 -0.05 -7.16
C 3.78 -1.33 -6.94
C 3.27 -1.66 -5.70
C 3.26 -0.74 -4.66
N 2.78 -1.10 -3.40
C 1.66 -0.52 -2.72
N 0.97 0.36 -3.50
C 0.01 1.40 -3.20
C -0.69 1.49 -1.98
C -1.47 2.65 -1.86
C -1.60 3.62 -2.85
C -0.95 3.44 -4.06
C -0.15 2.32 -4.26
C 0.50 2.12 -5.61
N 1.38 -0.84 -1.53
C 2.17 -1.75 -0.84
C 3.28 -1.33 -0.10
C 4.03 -2.22 0.65
C 3.67 -3.56 0.68
C 2.57 -3.99 -0.06
C 1.81 -3.11 -0.83
C 0.60 -3.57 -1.60
H 4.71 2.22 -3.89
H 3.98 1.05 -2.78
H 2.96 2.16 -3.67
H 4.67 1.86 -6.30
H 4.66 0.23 -8.14
H 3.77 -2.06 -7.74
H 2.85 -2.64 -5.52
H 2.93 -2.06 -3.12
H 1.31 0.40 -4.44
H -2.05 2.77 -0.95
H -2.22 4.49 -2.69
H -1.08 4.14 -4.87
H 0.11 2.84 -6.32
H 0.30 1.12 -6.01
H 1.59 2.24 -5.59
H 3.53 -0.27 -0.12
H 4.88 -1.87 1.23
H 4.24 -4.27 1.28
H 2.28 -5.03 -0.03
H 0.49 -4.65 -1.55
H 0.65 -3.26 -2.65
H -0.32 -3.09 -1.19
C -1.42 -1.84 2.49
C -2.38 -2.85 1.94
C -3.04 -3.73 2.77
C -3.88 -4.75 2.30
C -4.04 -4.84 0.91
C -3.42 -3.99 0.02
C -3.64 -4.11 -1.46
C -2.51 -2.91 0.46
N -1.91 -2.13 -0.38
H -1.51 -1.76 3.58
H -1.56 -0.87 2.02
H -0.38 -2.11 2.24
H -2.87 -3.65 3.85
H -4.39 -5.43 2.98
H -4.70 -5.61 0.50
H -4.49 -4.78 -1.67
H -2.76 -4.50 -1.98
H -3.82 -3.12 -1.89
C 3.07 -0.93 4.63
C 2.06 -1.28 3.55
As 1.30 0.19 2.49
C 0.47 1.15 4.00
C 0.08 2.58 3.64
C 2.93 1.31 2.32
C 2.77 2.32 1.18
H 3.42 -1.83 5.15
H 2.65 -0.27 5.39
H 3.95 -0.43 4.22
H 1.20 -1.82 3.96
H 2.51 -1.96 2.82
H 1.15 1.15 4.86
H -0.41 0.57 4.26
H 0.96 3.19 3.41
H -0.43 3.07 4.48
H -0.59 2.61 2.79
H 3.76 0.62 2.11
H 3.16 1.80 3.27
H 2.59 1.81 0.23
H 3.66 2.94 1.06
H 1.92 2.98 1.33
C -4.39 5.21 2.21
C -4.54 3.70 2.08
N -3.23 3.06 2.08
C -3.31 1.62 2.02
S -3.55 0.78 0.65
N -3.01 1.01 3.21
C -3.25 1.60 4.51
C -4.63 1.27 5.06
H -5.37 5.69 2.28
H -3.87 5.62 1.34
H -3.81 5.46 3.10
H -5.11 3.44 1.18
H -5.11 3.31 2.93
H -2.75 3.32 1.22
H -3.10 0.00 3.14
H -3.11 2.67 4.42
H -2.49 1.23 5.20
H -5.42 1.60 4.38
H -4.78 1.75 6.04
H -4.75 0.19 5.19

Results
**Total charge**: -2
**Gap between HOMO and LUMO**: 2.99 eV
**LUMO level**: 0.14676 Ha
**Calculated total energy**: -4706.48096 Eh

=====

[2]
A molecular structure, C31H34CoN10O3Si, computed with wB97M-V/def2-TZVPD.

Atoms and positions in Å:
Co 0.58 -2.19 -0.62
C -1.63 11.27 -0.33
O -2.60 10.23 -0.24
C -2.16 8.95 -0.28
C -0.82 8.59 -0.38
C -0.49 7.24 -0.44
C -1.45 6.25 -0.38
C -2.80 6.64 -0.27
C -3.14 7.97 -0.22
C -1.11 4.82 -0.44
N -1.97 3.84 -0.60
C -1.20 2.70 -0.58
C 0.13 3.00 -0.41
N 0.17 4.37 -0.33
C 1.16 2.01 -0.35
C 2.53 2.23 -0.16
C 3.39 1.16 -0.12
C 2.87 -0.13 -0.24
N 1.58 -0.36 -0.39
C 0.74 0.68 -0.47
C -0.66 0.35 -0.69
N -0.94 -0.96 -0.86
C -2.19 -1.33 -1.06
C -3.23 -0.40 -1.12
C -2.96 0.94 -0.96
C -1.64 1.34 -0.74
H -2.18 12.20 -0.31
H -1.07 11.20 -1.27
H -0.93 11.24 0.51
H -0.04 9.33 -0.43
H 0.56 6.98 -0.53
H -3.55 5.86 -0.23
H -4.18 8.27 -0.13
H 0.99 4.93 -0.18
H 2.92 3.24 -0.06
H 4.45 1.29 0.01
H 3.52 -1.01 -0.21
H -2.35 -2.39 -1.19
H -4.24 -0.75 -1.30
H -3.74 1.69 -1.00
C 0.88 -1.96 4.31
C 0.70 -1.14 3.05
O 0.74 -1.94 1.88
H 0.93 -1.31 5.19
H 1.80 -2.54 4.26
H 0.04 -2.65 4.44
H 1.51 -0.42 2.95
H -0.24 -0.57 3.09
H 0.07 -2.65 1.88
N 1.13 -2.06 -2.64
C 2.26 -2.08 -2.92
N 3.49 -2.08 -3.26
C 4.48 -2.42 -2.45
N 5.39 -2.68 -1.78
N 2.43 -6.92 -1.60
C 2.58 -5.82 -0.80
C 1.94 -4.61 -1.10
N 2.08 -3.56 -0.32
C 2.87 -3.67 0.76
C 3.50 -4.86 1.03
N 3.36 -5.94 0.27
H 1.80 -6.90 -2.38
H 2.86 -7.78 -1.33
H 1.31 -4.51 -1.98
H 2.98 -2.80 1.38
H 4.15 -4.95 1.89
C -0.73 -6.31 0.91
Si -1.60 -4.76 0.31
C -2.93 -4.35 1.57
C -2.44 -5.15 -1.33
O -0.58 -3.53 0.16
H -1.39 -6.92 1.54
H 0.16 -6.06 1.50
H -0.40 -6.95 0.08
H -3.80 -5.01 1.48
H -3.28 -3.32 1.45
H -2.54 -4.45 2.59
H -2.61 -6.22 -1.46
H -1.81 -4.81 -2.16
H -3.41 -4.65 -1.42

Results
**<S²>**: 1.038
**Total charge**: 0
**Gap between HOMO and LUMO (alpha / beta)**: 7.45 / 7.40 eV
**LUMO level (alpha / beta)**: -0.01885 / -0.01830 Ha
**Calculated total energy**: -3647.40639 Eh
**Multiplicity**: 2

=====

[3]
A molecular structure, C3H4O4Zn, computed with wB97M-V/def2-TZVPD.

Atoms and positions in Å:
O 0.01 2.04 -0.55
C 0.11 1.13 -1.51
C -0.11 1.30 0.76
O 1.00 1.12 -2.33
O -0.50 0.01 -1.13
C -0.65 -0.04 0.33
H -0.79 1.86 1.41
H 0.89 1.32 1.22
H -1.74 -0.05 0.49
O 0.41 -3.29 1.87
H 1.16 -3.88 1.81
Zn 0.16 -1.73 1.13

Results
**Total charge**: 0
**Gap between HOMO and LUMO**: 9.98 eV
**LUMO level**: -0.00702 Ha
**Calculated total energy**: -2196.96352 Eh

=====

- Look up the total charge of the third one.
  0

=====

- What is the formula in the first record?
  C41H58AgAsN6S

=====

- calculated total energy of number 1 (C41H58AgAsN6S)?
  -4706.48096 Eh